(1)
Formula: C17H24N2O3
Source: the Open Molecules 2025 dataset
Level of theory: the ωB97M-V functional and the def2-TZVPD basis

Each line ends with the natural charge from an NBO analysis.
Geometry (Å):
1 O -2.27 0.14 3.74  -0.649
2 C -2.05 0.35 2.55  0.653
3 N -2.20 1.56 1.97  -0.603
4 C -2.40 2.77 2.72  -0.241
5 C -1.10 3.59 2.78  0.091
6 C 0.05 2.84 3.48  -0.445
7 C 0.98 2.45 2.32  -0.431
8 C 0.70 3.56 1.32  -0.064
9 O -0.68 3.85 1.44  -0.543
10 C -1.61 -0.73 1.66  -0.005
11 C -1.20 -0.78 0.35  -0.230
12 C -0.86 -2.13 0.06  -0.253
13 C -0.37 -2.73 -1.18  0.598
14 O -0.26 -3.93 -1.30  -0.564
15 C 0.03 -1.76 -2.28  -0.309
16 C 0.18 -2.47 -3.63  -0.405
17 C 1.62 -2.93 -3.84  -0.404
18 C 2.56 -1.72 -3.95  -0.399
19 C 2.09 -0.56 -3.07  -0.400
20 C 1.35 -1.09 -1.85  -0.393
21 C -1.09 -2.84 1.23  0.035
22 N -1.53 -2.00 2.17  -0.457
23 H -1.89 1.69 1.02  0.403
24 H -3.18 3.37 2.24  0.204
25 H -2.72 2.49 3.73  0.237
26 H -1.31 4.55 3.28  0.179
27 H 0.57 3.51 4.17  0.213
28 H -0.31 1.99 4.03  0.235
29 H 0.68 1.48 1.91  0.206
30 H 2.02 2.40 2.61  0.219
31 H 1.29 4.46 1.57  0.161
32 H 0.89 3.29 0.28  0.189
33 H -1.16 0.04 -0.34  0.218
34 H -0.75 -1.00 -2.37  0.212
35 H -0.48 -3.34 -3.65  0.232
36 H -0.11 -1.81 -4.44  0.198
37 H 1.91 -3.56 -3.00  0.208
38 H 1.69 -3.53 -4.75  0.212
39 H 3.57 -2.03 -3.65  0.202
40 H 2.62 -1.39 -4.99  0.201
41 H 2.94 0.04 -2.76  0.210
42 H 1.42 0.09 -3.64  0.194
43 H 1.98 -1.81 -1.33  0.205
44 H 1.14 -0.28 -1.15  0.211
45 H -0.95 -3.89 1.41  0.232
46 H -1.78 -2.20 3.13  0.441

HOMO in eV: -8.858
E in Ha: -997.45715
SMILES string: O=C(NC[C@H]1CCCO1)c1cc(C(=O)C2CCCCC2)c[nH]1

(2)
Formula: C17H24N2O3
Source: the Open Molecules 2025 dataset
Level of theory: the ωB97M-V functional and the def2-TZVPD basis

Each line ends with the natural charge from an NBO analysis.
Geometry (Å):
1 C 5.27 2.85 -1.37  -0.608
2 C 5.17 1.41 -0.89  -0.427
3 C 4.77 1.35 0.58  -0.064
4 O 3.49 1.88 0.83  -0.509
5 C 2.37 1.18 0.51  0.425
6 C 1.16 1.85 0.71  -0.317
7 C -0.02 1.22 0.43  -0.124
8 C -0.06 -0.09 -0.05  -0.212
9 C -1.31 -0.74 -0.34  0.043
10 N -2.43 -0.16 -0.16  -0.237
11 N -3.56 -0.82 -0.45  -0.434
12 C -4.82 -0.30 -0.30  0.676
13 O -5.79 -0.97 -0.58  -0.621
14 C -4.87 1.09 0.22  -0.357
15 C -6.03 1.45 1.12  -0.391
16 C -5.99 1.97 -0.27  -0.391
17 C 1.16 -0.77 -0.25  0.437
18 O 1.05 -2.03 -0.74  -0.522
19 C 2.16 -2.91 -0.85  -0.058
20 C 2.34 -3.77 0.40  -0.419
21 C 2.89 -3.01 1.61  -0.611
22 C 2.36 -0.13 0.03  -0.456
23 H 6.05 3.38 -0.83  0.201
24 H 5.50 2.89 -2.44  0.211
25 H 4.33 3.37 -1.20  0.215
26 H 6.13 0.91 -1.02  0.206
27 H 4.42 0.89 -1.50  0.206
28 H 4.84 0.32 0.96  0.172
29 H 5.44 1.98 1.17  0.195
30 H 1.19 2.86 1.09  0.224
31 H -0.96 1.73 0.58  0.229
32 H -1.26 -1.77 -0.72  0.174
33 H -3.51 -1.78 -0.81  0.374
34 H -3.91 1.53 0.42  0.249
35 H -6.74 0.66 1.33  0.231
36 H -5.84 2.12 1.94  0.215
37 H -6.67 1.53 -0.99  0.231
38 H -5.77 3.01 -0.44  0.215
39 H 1.91 -3.56 -1.69  0.196
40 H 3.08 -2.37 -1.09  0.169
41 H 1.38 -4.21 0.66  0.209
42 H 3.02 -4.59 0.15  0.205
43 H 2.98 -3.68 2.46  0.215
44 H 3.88 -2.61 1.39  0.196
45 H 2.23 -2.20 1.88  0.215
46 H 3.29 -0.65 -0.12  0.220

HOMO in eV: -7.721
E in Ha: -997.36124
SMILES string: CCCOc1ccc(/C=N/NC(=O)C2CC2)c(OCCC)c1

(3)
Formula: C17H24N2O3
Source: the Open Molecules 2025 dataset
Level of theory: the ωB97M-V functional and the def2-TZVPD basis

Each line ends with the natural charge from an NBO analysis.
Geometry (Å):
1 C 1.97 -5.00 -1.75  -0.248
2 O 2.56 -3.78 -1.36  -0.536
3 C 1.71 -2.94 -0.62  -0.073
4 C 0.59 -2.30 -1.46  -0.245
5 N 0.08 -1.12 -0.79  -0.444
6 C -1.35 -0.94 -0.86  -0.245
7 C -1.94 -0.71 -2.27  -0.094
8 O -2.95 0.27 -2.30  -0.547
9 C -4.17 -0.15 -1.74  -0.249
10 C 0.86 0.08 -1.06  -0.240
11 C 0.70 1.06 0.08  -0.205
12 C -0.05 2.19 -0.01  0.275
13 C -0.75 2.65 -1.25  -0.670
14 N -0.18 3.02 1.07  -0.553
15 C 0.41 2.76 2.28  0.258
16 C 0.21 3.62 3.37  -0.275
17 C 0.81 3.35 4.58  -0.174
18 C 1.61 2.22 4.73  -0.243
19 C 1.81 1.37 3.67  -0.131
20 C 1.21 1.63 2.43  -0.199
21 C 1.43 0.72 1.30  0.521
22 O 2.18 -0.24 1.37  -0.612
23 H 2.77 -5.59 -2.20  0.192
24 H 1.56 -5.53 -0.89  0.161
25 H 1.18 -4.85 -2.49  0.158
26 H 2.35 -2.16 -0.20  0.220
27 H 1.26 -3.49 0.22  0.160
28 H 1.00 -2.07 -2.46  0.175
29 H -0.23 -3.01 -1.59  0.190
30 H -1.81 -1.82 -0.39  0.198
31 H -1.59 -0.07 -0.24  0.206
32 H -1.16 -0.33 -2.94  0.187
33 H -2.31 -1.65 -2.70  0.168
34 H -4.88 0.66 -1.89  0.193
35 H -4.54 -1.05 -2.24  0.166
36 H -4.08 -0.36 -0.67  0.166
37 H 0.60 0.55 -2.02  0.169
38 H 1.91 -0.22 -1.08  0.234
39 H -1.50 1.93 -1.57  0.262
40 H -1.25 3.61 -1.08  0.209
41 H -0.04 2.78 -2.06  0.236
42 H -0.73 3.86 0.98  0.401
43 H -0.41 4.50 3.25  0.207
44 H 0.66 4.02 5.41  0.216
45 H 2.07 2.02 5.68  0.216
46 H 2.42 0.49 3.75  0.239

HOMO in eV: -8.048
E in Ha: -997.38931
SMILES string: COCCN(CCOC)Cc1c(C)[nH]c2ccccc2c1=O

(4)
Formula: C17H24N2O5S
Source: the Open Molecules 2025 dataset
Level of theory: the ωB97M-V functional and the def2-TZVPD basis

Each line ends with the natural charge from an NBO analysis.
Geometry (Å):
1 C 4.47 0.44 -4.82  -0.608
2 C 4.85 -1.00 -4.51  -0.208
3 C 4.67 -1.88 -5.75  -0.608
4 C 4.07 -1.56 -3.30  -0.408
5 C 2.56 -1.60 -3.47  -0.060
6 O 2.01 -2.15 -2.28  -0.547
7 C 0.61 -2.22 -2.31  -0.094
8 C 0.14 -2.69 -0.93  0.085
9 C 0.38 -1.63 0.16  -0.410
10 C -1.00 -0.99 0.35  -0.287
11 C -1.41 -0.62 1.77  -0.415
12 C -2.16 0.72 1.63  0.251
13 C -3.68 0.55 1.68  -0.642
14 C -1.65 1.74 2.62  0.123
15 C -2.37 2.76 3.16  -0.440
16 S -1.37 3.72 4.19  0.337
17 C -0.03 2.66 3.78  0.273
18 N 1.19 2.82 4.35  -0.801
19 N -0.34 1.70 2.97  -0.528
20 O -1.81 1.22 0.32  -0.471
21 C -1.16 0.34 -0.41  0.820
22 O -0.75 0.56 -1.52  -0.581
23 C -1.95 -2.02 -0.29  0.814
24 O -3.14 -2.02 -0.19  -0.574
25 O -1.26 -2.94 -0.96  -0.468
26 H 4.56 1.06 -3.93  0.208
27 H 5.14 0.85 -5.58  0.209
28 H 3.46 0.51 -5.19  0.201
29 H 5.91 -1.03 -4.23  0.198
30 H 4.89 -2.92 -5.53  0.207
31 H 5.34 -1.54 -6.54  0.209
32 H 3.65 -1.81 -6.13  0.199
33 H 4.30 -0.95 -2.43  0.206
34 H 4.41 -2.57 -3.09  0.207
35 H 2.15 -0.59 -3.62  0.171
36 H 2.27 -2.23 -4.33  0.163
37 H 0.17 -1.24 -2.53  0.206
38 H 0.27 -2.94 -3.07  0.172
39 H 0.64 -3.64 -0.70  0.198
40 H 1.13 -0.92 -0.17  0.247
41 H 0.71 -2.09 1.09  0.222
42 H -0.53 -0.48 2.39  0.252
43 H -2.06 -1.37 2.22  0.234
44 H -3.99 0.32 2.70  0.218
45 H -3.97 -0.26 1.02  0.255
46 H -4.16 1.46 1.36  0.217
47 H -3.40 3.01 3.04  0.245
48 H 1.41 3.72 4.75  0.395
49 H 1.95 2.32 3.92  0.405

HOMO in eV: -8.549
E in Ha: -1546.14076
SMILES string: CC(C)CCOC[C@H]1C[C@]2(C[C@@](C)(c3csc(N)n3)OC2=O)C(=O)O1